# 1
Computed, not measured: a molecular structure, C21H59LiO14 in a non-equilibrium geometry, with ωB97M-V with the def2-TZVPD basis set.

The geometry in XYZ format:
```
95
Properties=species:S:1:pos:R:3
Li 2.86569 -0.43321 -1.18801
C -0.78229 1.07276 0.00975
C 0.36592 0.13906 -0.32195
O 1.13525 0.71869 -1.32311
H -1.45673 1.26927 -0.82368
H -0.40776 1.98482 0.47448
H -1.35203 0.63627 0.83009
H -0.06093 -0.78240 -0.71793
H 0.88255 -0.21919 0.56847
C 0.42558 2.31073 3.50777
C -0.83697 1.62645 4.02489
C -0.84963 0.15214 3.75466
O -0.83155 1.77663 5.46225
H 1.29582 1.71865 3.79101
H 0.53609 3.36077 3.77853
H 0.37115 2.18178 2.42679
H -1.71469 2.02618 3.51702
H -0.20328 -0.37019 4.46000
H -0.59759 -0.18475 2.74914
H -1.85815 -0.21100 3.95243
H -1.75869 1.81761 5.70787
C -6.65691 2.36723 1.76119
C -5.19841 1.84956 1.43873
C -4.52155 1.13640 2.65552
O -5.21650 0.94648 0.36066
H -6.98302 3.01581 0.94811
H -6.61257 2.92925 2.69407
H -7.37768 1.55479 1.85356
H -4.66785 2.75174 1.13430
H -5.12966 0.30742 3.01758
H -4.46747 1.82366 3.49982
H -3.54546 0.78489 2.32117
H -4.34813 0.56383 0.21540
C 0.05471 -6.41801 -0.00325
C 0.68870 -5.39101 -0.90246
C 0.03040 -4.04173 -0.77912
O 2.09326 -5.23424 -0.68004
H 0.06032 -6.07302 1.03070
H 0.55922 -7.38392 -0.02728
H -1.01470 -6.42147 -0.21406
H 0.62458 -5.68867 -1.94907
H 0.29996 -3.39575 -1.61467
H 0.28883 -3.53734 0.15196
H -1.03879 -4.23672 -0.69610
H 2.56394 -6.06810 -0.74892
C 3.70665 -0.15361 -4.16830
C 4.07328 1.23804 -3.55931
O 2.99847 2.09700 -3.59514
O 3.17292 -0.98146 -3.13286
H 4.58170 -0.72168 -4.48401
H 3.12346 0.02096 -5.07246
H 4.83329 1.59840 -4.25258
H 4.58126 1.18329 -2.59647
H 2.34869 1.72815 -2.99236
H 2.73151 -1.72818 -3.54416
C 3.75804 -2.57552 0.34931
C 3.96811 -1.28410 1.21263
O 4.40211 -0.33954 0.26247
O 2.78288 -2.41924 -0.63536
H 3.29278 -3.27853 1.04026
H 4.71825 -2.93684 -0.01883
H 4.69116 -1.47683 2.00518
H 2.97772 -1.12147 1.63783
H 4.75897 0.40605 0.75069
H 2.35456 -3.27351 -0.72676
C -2.75473 -2.25654 0.24140
C -3.72569 -2.75288 1.35425
O -3.37686 -4.05420 1.75155
O -3.17441 -0.98597 -0.28217
H -2.74837 -2.94301 -0.60525
H -1.74819 -2.36000 0.64673
H -4.74286 -2.66690 0.97205
H -3.64252 -2.12601 2.24207
H -3.73056 -4.23176 2.62617
H -2.99225 -1.05200 -1.22241
C 2.48499 3.84343 -0.43784
C 3.46959 4.91051 -0.05792
O 3.57641 5.08873 1.34198
O 3.02232 2.54274 -0.30958
H 2.14975 3.97997 -1.46598
H 1.56843 3.83697 0.15205
H 3.29282 5.86438 -0.55491
H 4.45383 4.59328 -0.40250
H 4.42424 5.51647 1.48278
H 2.31466 1.94700 -0.56630
C -1.37017 2.70409 -3.35833
C -0.59126 1.79406 -4.33181
O -0.42029 0.48762 -3.78661
O -0.57114 3.07412 -2.25880
H -2.24704 2.19821 -2.95424
H -1.64412 3.59704 -3.92021
H 0.35245 2.26109 -4.61358
H -1.23120 1.62373 -5.19759
H 0.22054 0.58736 -3.07881
H -0.12740 2.26488 -1.99457
```

Values from the calculation:
**Frontier orbital gap (alpha / beta)**: 9.483 / 4.746 eV
**Expectation value of S²**: 0.75
**Spin multiplicity**: 2
**Maximum force**: 3.1 eV Å⁻¹
**Total charge**: +1
**E_LUMO (alpha / beta)**: -2.233 / -6.970 eV
**E_HOMO (alpha / beta)**: -11.716 / -11.716 eV

=====

# 2
Computed, not measured: 6 unconnected molecules or ions with the total composition C21H59N7O6 in a non-equilibrium geometry, with ωB97M-V with the def2-TZVPD basis set.

The geometry in XYZ format:
```
93
Properties=species:S:1:pos:R:3
C -0.17745 -1.79148 2.12055
C 0.76827 -1.74221 3.33921
C 0.12501 -2.28375 4.63221
O -0.96136 -1.39978 4.93605
C -1.56498 -1.71033 6.15320
N 1.89657 -2.60100 2.99951
H 0.37515 -1.52090 1.22144
H -0.88311 -0.96056 2.22942
H -0.76392 -2.69426 1.96099
H 1.06626 -0.69955 3.42929
H 0.81076 -2.33902 5.48160
H -0.32789 -3.25334 4.39321
H -2.30011 -0.94791 6.41142
H -0.86692 -1.76006 7.00363
H -2.09063 -2.67153 6.25446
H 2.65751 -2.50779 3.68214
H 1.76646 -3.60043 3.16265
C 3.70173 -3.86194 -2.50560
C 2.87154 -4.37589 -1.31188
C 1.87340 -3.30885 -0.87829
O 0.75663 -3.25700 -1.77891
C -0.35514 -2.46993 -1.37359
N 2.16375 -5.57848 -1.75831
H 4.51332 -4.58016 -2.62286
H 4.05883 -2.85765 -2.27705
H 3.11343 -3.84503 -3.42246
H 3.59358 -4.61394 -0.53185
H 2.29706 -2.30327 -0.86029
H 1.42480 -3.58153 0.08555
H -0.19828 -1.39501 -1.37820
H -0.77828 -2.91889 -0.47227
H -1.06869 -2.76674 -2.14696
H 1.64384 -6.00680 -0.99907
H 1.46243 -5.28597 -2.43017
C -2.85713 2.63757 3.70488
C -4.34917 2.82786 3.46877
C -4.51415 4.31117 3.08276
O -5.87075 4.52998 2.74946
C -6.15862 5.70894 2.05216
N -4.87978 1.92330 2.44657
H -2.38041 3.42822 4.28607
H -2.43205 2.48509 2.70723
H -2.58127 1.73540 4.26214
H -4.81514 2.69708 4.45322
H -3.94308 4.44964 2.15136
H -4.09483 4.93988 3.87387
H -7.13858 5.54017 1.59781
H -5.36313 5.94421 1.33693
H -6.33019 6.62769 2.63398
H -5.48209 2.56465 1.92733
H -4.19029 1.73627 1.71583
C 2.58255 2.73067 0.01072
C 3.11199 1.34719 -0.26436
C 3.54325 0.53801 0.94701
O 3.76903 -0.83687 0.74025
C 5.07178 -1.08779 0.21345
N 2.08004 0.56837 -0.95777
H 2.22212 3.27970 -0.85648
H 3.42758 3.29498 0.42574
H 1.78583 2.72130 0.75702
H 4.00306 1.44364 -0.90952
H 2.78103 0.57825 1.73490
H 4.41785 0.98881 1.43690
H 5.12875 -2.13968 -0.05270
H 5.84078 -0.81869 0.93812
H 5.19892 -0.50379 -0.70197
H 2.38517 -0.39756 -1.07447
H 2.05736 0.88084 -1.92955
C -1.98329 0.46948 -4.68566
C -0.73739 1.33531 -4.81597
C 0.34038 0.58755 -5.61782
O 1.08653 -0.18731 -4.69359
C 2.26411 -0.73529 -5.21657
N -1.07035 2.55636 -5.55221
H -2.74836 0.93213 -4.06500
H -1.69827 -0.48735 -4.24509
H -2.43282 0.34435 -5.66948
H -0.25611 1.58056 -3.86411
H 0.96281 1.30071 -6.17740
H -0.02933 -0.11423 -6.37777
H 2.67240 -1.39334 -4.45106
H 3.04282 0.03362 -5.33839
H 2.26247 -1.23365 -6.18954
H -0.25525 3.13927 -5.67121
H -1.83599 3.03993 -5.10495
C -1.92750 1.54093 -0.36559
O -3.00879 2.03378 0.00255
N -1.80380 0.96499 -1.59378
N -0.91004 1.33341 0.48333
H -0.90431 0.61176 -1.87804
H -2.54928 0.70308 -2.19736
H -0.07854 0.84355 0.19151
H -1.03204 1.61687 1.43685
```

Values from the calculation:
**Frontier orbital gap**: 9.023 eV
**Maximum force**: 3.1 eV Å⁻¹
**Total charge**: 0
**SMILES string**: COC[C@H](C)N.COC[C@H](C)N.COC[C@H](C)N.COC[C@H](C)N.COC[C@H](C)N.NC(N)=O
**Relative energy (zero: lowest compared OMol25 entry of this formula, charge and spin)**: 1.6542 eV
**E_LUMO**: 0.475 eV
**E_HOMO**: -8.549 eV